Model P:
Density functional theory data (ωB97M-V with the def2-TZVPD basis set) for C5H8N2 in the gas phase.

Computed properties:
Structure (SMILES): Cc1cnn(C)c1
Orbital gap, eV: 9.71

The geometry in ORCA input format:
```
! RIJCOSX wB97M-V def2-TZVPD def2/J DEFGRID3
* xyz 0 1
C 2.39221 -0.35657 0.14491
C 1.00084 0.14797 -0.02538
C 0.44881 1.37218 0.42508
N -0.85732 1.42960 0.23930
N -1.16232 0.24800 -0.29716
C -2.54141 -0.29587 -0.09240
C -0.07555 -0.52082 -0.55137
H 3.11749 0.31267 -0.32020
H 2.50160 -1.35529 -0.28911
H 2.64061 -0.42853 1.21096
H 0.93592 2.18904 0.93474
H -2.68728 -0.00094 -1.11712
H -3.05853 0.25916 0.70468
H -2.49328 -1.34319 0.26565
H -0.15359 -1.46025 -1.09295
*
```


Model Q:
Density functional theory data (ωB97M-V with the def2-TZVPD basis set) for C5H8N2 in the gas phase.

Computed properties:
Structure (SMILES): CCc1c[nH]cn1
Orbital gap, eV: 9.60

The geometry in ORCA input format:
```
! RIJCOSX wB97M-V def2-TZVPD def2/J DEFGRID3
* xyz 0 1
C -1.15821 2.05803 -0.18846
C -0.01032 1.25004 0.46251
C 0.17677 -0.20956 0.25981
C 0.53353 -0.80454 -0.91700
N 0.77433 -2.16069 -0.60019
C 0.52018 -2.25709 0.72380
N 0.18108 -1.12363 1.28779
H -1.47361 2.82215 0.51585
H -0.94184 2.42275 -1.18553
H -2.03884 1.40860 -0.26750
H -0.08747 1.41596 1.53862
H 0.93372 1.69150 0.12972
H 0.47547 -0.59891 -1.97264
H 1.38829 -2.77228 -1.09338
H 0.72691 -3.14234 1.30660
*
```


Model R:
Density functional theory data (ωB97M-V with the def2-TZVPD basis set) for C5H8N2 in the gas phase.

Computed properties:
Structure (SMILES): C/N=C/C1=N[C@@H]1C
Orbital gap, eV: 10.01

The geometry in ORCA input format:
```
! RIJCOSX wB97M-V def2-TZVPD def2/J DEFGRID3
* xyz 0 1
C 0.20186 2.90657 -0.06033
N 0.21247 1.46697 0.05254
C -0.22248 0.78447 -0.92322
C -0.15917 -0.66948 -0.81610
N -0.53764 -1.73343 -1.37273
C 0.35507 -1.82976 -0.13602
C -0.21597 -2.34900 1.15912
H -0.00899 3.27467 -1.07528
H 1.17772 3.27920 0.26554
H -0.54425 3.31180 0.63154
H -0.61972 1.21381 -1.85443
H 1.38562 -2.12484 -0.34319
H -1.27790 -2.09850 1.24509
H -0.11056 -3.43717 1.22483
H 0.30951 -1.90349 2.01173
*
```


Which one sits at the bottom of the stability order? model R does.


Model P:
Density functional theory data (ωB97M-V with the def2-TZVPD basis set) for C5H8N2 in the gas phase.

Computed properties:
Structure (SMILES): C#C/C(C)=C/NN
Orbital gap, eV: 8.57

The geometry in ORCA input format:
```
! RIJCOSX wB97M-V def2-TZVPD def2/J DEFGRID3
* xyz 0 1
C 2.80867 -1.30386 0.02151
C 1.97505 -0.45635 -0.19068
C 0.82372 0.26277 0.01531
C 0.84899 1.75039 0.05545
C -0.32138 -0.47682 0.07171
N -1.69130 0.01966 0.13874
N -2.78765 -0.90812 0.06141
H 3.64497 -1.81278 0.24588
H -0.15979 2.11157 0.16817
H 1.26545 2.17760 -0.87440
H 1.42835 2.14535 0.84882
H -0.41586 -1.53159 0.13257
H -2.01162 0.81976 -0.48121
H -2.56250 -1.63017 0.66874
H -2.84510 -1.16742 -0.88201
*
```


Model Q:
Density functional theory data (ωB97M-V with the def2-TZVPD basis set) for C5H8N2 in the gas phase.

Computed properties:
Structure (SMILES): Cn1cccc1N
Orbital gap, eV: 8.61

The geometry in ORCA input format:
```
! RIJCOSX wB97M-V def2-TZVPD def2/J DEFGRID3
* xyz 0 1
C 0.07052 0.28236 1.67010
N 0.10671 0.67351 0.26069
C -1.17168 1.01854 -0.20037
C -1.51090 0.22135 -1.23846
C -0.38670 -0.63999 -1.50835
C 0.57779 -0.32286 -0.60169
N 1.88720 -0.79098 -0.46949
H 1.05394 -0.05093 2.01053
H -0.26255 1.12050 2.28642
H -0.65158 -0.53974 1.78072
H -1.72385 1.79393 0.31061
H -2.44298 0.25714 -1.78523
H -0.29843 -1.36581 -2.30371
H 2.44379 -0.27225 0.19506
H 1.98697 -1.79015 -0.36445
*
```


Model R:
Density functional theory data (ωB97M-V with the def2-TZVPD basis set) for C5H8N2 in the gas phase.

Computed properties:
Orbital gap, eV: 9.29

The geometry in ORCA input format:
```
! RIJCOSX wB97M-V def2-TZVPD def2/J DEFGRID3
* xyz 0 1
C 0.73449 -2.11809 1.44487
N 0.50705 -0.87994 0.76536
C 1.36704 0.04699 0.67944
N 1.12078 1.23524 -0.07964
C -0.09589 1.10398 -0.43051
C -1.14736 1.66792 -1.80159
C -1.16980 0.39587 -0.53003
H 0.62566 -2.93712 0.72231
H 1.71786 -2.19851 1.92838
H -0.05637 -2.25409 2.19141
H 2.32460 0.04227 1.21209
H -1.07674 2.75448 -1.69715
H -0.64421 1.29842 -2.69295
H -2.21179 1.43215 -1.89778
H -2.00365 0.35416 0.15621
*
```


Which one sits at the bottom of the stability order? model R does.